{
  "formula": "C53H43IN4OPRhS",
  "method": "the ωB97M-V functional and the def2-TZVPD basis",
  "e_homo_ha": [-0.452, -0.452],
  "total_charge": 2,
  "gap_ev": [6.102, 6.099],
  "energy_ev": -94887.356,
  "e_lumo_ev": [-6.21, -6.21],
  "mol_weight_g_mol": 1044.81,
  "de_lowest_kcal_mol": 7.9,
  "elements": ["Rh", "C", "C", "C", "C", "C", "C", "N", "C", "C", "C", "C", "C", "C", "N", "N", "C", "C", "C", "C", "C", "N", "H", "H", "H", "H", "H", "H", "H", "H", "H", "H", "H", "H", "H", "I", "C", "C", "C", "C", "C", "C", "C", "C", "C", "P", "C", "C", "C", "C", "C", "C", "C", "C", "C", "C", "C", "C", "C", "H", "H", "H", "H", "H", "H", "H", "H", "H", "H", "H", "H", "H", "H", "H", "H", "O", "S", "C", "C", "C", "C", "C", "C", "C", "C", "C", "C", "C", "C", "C", "C", "H", "H", "H", "H", "H", "H", "H", "H", "H", "H", "H", "H", "H", "H"],
  "positions_angstrom": [[-0.503, -0.172, -0.077], [-4.550, 1.795, -3.623], [-3.236, 2.071, -3.975], [-2.224, 1.974, -3.033], [-2.521, 1.597, -1.724], [-3.837, 1.344, -1.370], [-4.849, 1.437, -2.317], [-1.500, 1.507, -0.748], [-0.862, 2.638, -0.376], [-1.338, 3.946, -0.634], [-0.677, 5.028, -0.117], [0.487, 4.899, 0.674], [0.989, 3.660, 0.922], [0.328, 2.536, 0.386], [0.782, 1.264, 0.519], [1.795, 0.958, 1.194], [2.123, -0.391, 1.114], [3.336, -0.817, 1.632], [3.726, -2.126, 1.420], [2.909, -2.960, 0.671], [1.702, -2.473, 0.219], [1.279, -1.230, 0.473], [-5.337, 1.874, -4.361], [-2.999, 2.369, -4.988], [-1.199, 2.199, -3.306], [-4.061, 1.106, -0.341], [-5.877, 1.248, -2.031], [-2.238, 4.083, -1.218], [-1.068, 6.019, -0.312], [0.970, 5.782, 1.067], [1.884, 3.508, 1.508], [3.955, -0.104, 2.157], [4.673, -2.484, 1.804], [3.195, -3.975, 0.437], [1.045, -3.099, -0.365], [0.241, -0.571, -2.510], [-0.513, -2.340, -3.378], [0.009, -2.452, -4.636], [-0.366, -3.501, -5.487], [-1.277, -4.408, -5.041], [-1.832, -4.313, -3.743], [-2.777, -5.295, -3.365], [-3.364, -5.269, -2.139], [-3.004, -4.253, -1.244], [-2.073, -3.277, -1.537], [-1.832, -2.182, -0.089], [-1.094, -3.270, 1.192], [-0.732, -2.713, 2.422], [-0.157, -3.493, 3.412], [0.075, -4.845, 3.188], [-0.272, -5.406, 1.968], [-0.854, -4.627, 0.976], [-3.542, -1.965, 0.477], [-3.943, -2.312, 1.764], [-5.263, -2.124, 2.156], [-6.186, -1.602, 1.261], [-5.798, -1.302, -0.040], [-4.484, -1.491, -0.434], [-1.460, -3.262, -2.839], [0.722, -1.722, -5.000], [0.061, -3.567, -6.477], [-1.598, -5.225, -5.674], [-3.027, -6.065, -4.084], [-4.092, -6.012, -1.846], [-3.483, -4.252, -0.274], [-0.876, -1.653, 2.599], [0.112, -3.041, 4.358], [0.526, -5.455, 3.960], [-0.090, -6.456, 1.781], [-1.093, -5.091, 0.031], [-3.239, -2.757, 2.457], [-5.572, -2.407, 3.154], [-7.215, -1.459, 1.566], [-6.528, -0.937, -0.752], [-4.195, -1.286, -1.456], [-1.204, 0.338, 1.834], [-2.632, 0.722, 2.281], [-2.582, 2.476, 2.710], [-3.959, 2.874, 3.171], [-4.196, 3.203, 4.502], [-5.474, 3.551, 4.918], [-6.521, 3.568, 4.007], [-6.289, 3.252, 2.676], [-5.012, 2.907, 2.258], [-2.715, 0.000, 3.941], [-1.712, 0.494, 4.946], [-0.338, 0.428, 4.717], [0.554, 0.873, 5.684], [0.087, 1.373, 6.891], [-1.278, 1.426, 7.132], [-2.172, 0.994, 6.162], [-2.307, 2.973, 1.781], [-1.803, 2.640, 3.455], [-3.376, 3.207, 5.208], [-5.650, 3.818, 5.951], [-7.516, 3.843, 4.332], [-7.101, 3.284, 1.961], [-4.827, 2.676, 1.214], [-2.637, -1.073, 3.757], [-3.740, 0.200, 4.266], [0.041, 0.040, 3.781], [1.618, 0.823, 5.494], [0.785, 1.714, 7.644], [-1.649, 1.802, 8.076], [-3.237, 1.033, 6.357]],
  "forces_ev_per_a": [[0.022, -0.273, 0.024], [-0.038, -0.012, -0.009], [0.091, 0.022, -0.041], [-0.002, -0.050, -0.085], [-0.236, -0.033, -0.128], [-0.055, 0.179, -0.052], [-0.030, 0.019, 0.049], [0.046, -0.275, 0.242], [-0.103, -0.249, 0.066], [-0.132, 0.282, -0.064], [-0.178, -0.042, -0.099], [0.136, 0.076, 0.092], [0.118, 0.084, 0.072], [0.091, 0.132, 0.046], [-0.160, -0.037, -0.396], [0.278, 0.220, 0.213], [-0.106, -0.123, -0.070], [0.040, 0.052, 0.036], [0.050, 0.016, 0.019], [0.061, -0.055, 0.002], [-0.166, 0.023, 0.066], [-0.114, -0.087, 0.234], [0.010, 0.000, 0.017], [0.002, -0.002, 0.012], [-0.043, 0.027, 0.014], [-0.041, -0.093, 0.067], [0.031, 0.008, 0.005], [0.031, -0.006, 0.006], [0.000, -0.021, -0.013], [0.006, -0.015, 0.003], [0.002, 0.015, -0.005], [0.004, -0.011, -0.002], [-0.017, 0.016, 0.002], [-0.002, 0.016, 0.001], [-0.083, -0.046, 0.008], [0.095, 0.090, 0.025], [-0.186, -0.114, 0.155], [0.110, 0.093, -0.039], [-0.084, -0.128, -0.027], [0.073, 0.069, -0.032], [0.039, 0.056, 0.018], [-0.035, 0.000, 0.054], [0.031, 0.000, -0.054], [0.004, -0.051, -0.053], [-0.092, 0.143, -0.100], [0.047, 0.103, -0.053], [0.121, -0.011, -0.115], [0.065, 0.128, -0.023], [-0.026, -0.023, -0.018], [-0.019, 0.010, -0.015], [0.019, -0.004, 0.060], [0.036, 0.054, -0.036], [-0.033, 0.068, 0.032], [-0.044, 0.010, 0.043], [0.026, 0.005, 0.008], [0.000, -0.012, -0.023], [0.019, -0.029, 0.005], [-0.069, -0.002, 0.079], [0.086, 0.021, 0.078], [-0.016, -0.020, -0.001], [-0.001, -0.007, 0.010], [0.001, 0.008, -0.001], [0.009, 0.006, 0.007], [0.000, 0.010, -0.010], [0.007, -0.025, -0.023], [0.065, -0.155, -0.036], [0.001, 0.001, 0.001], [-0.004, 0.005, -0.015], [-0.002, 0.010, 0.007], [-0.016, 0.002, -0.023], [-0.069, 0.013, -0.043], [0.004, 0.016, -0.007], [0.015, -0.009, -0.003], [0.020, -0.008, 0.013], [0.005, 0.035, -0.034], [0.441, -0.258, -0.062], [-0.198, 0.110, 0.035], [0.039, 0.035, -0.091], [-0.015, 0.013, -0.031], [0.012, 0.019, 0.002], [0.009, 0.002, -0.017], [-0.001, 0.006, 0.003], [0.030, -0.019, -0.010], [-0.035, -0.022, 0.020], [-0.109, -0.067, 0.001], [0.027, -0.005, 0.016], [0.071, -0.017, 0.035], [-0.032, -0.013, -0.036], [-0.001, 0.008, 0.024], [-0.022, -0.004, -0.022], [0.029, -0.023, 0.007], [0.045, 0.056, -0.058], [-0.017, -0.049, -0.009], [-0.011, 0.013, -0.012], [0.005, 0.001, -0.006], [0.013, -0.004, -0.003], [0.012, 0.002, 0.004], [-0.011, 0.011, 0.016], [-0.008, 0.095, 0.019], [0.020, -0.010, -0.003], [-0.006, 0.020, 0.046], [-0.007, -0.001, 0.002], [-0.012, -0.003, -0.003], [0.005, -0.003, -0.012], [0.012, -0.006, -0.001]]
}